{"formula": "C22H28F8KLi2N3O21S4", "method": "ωB97M-V with the def2-TZVPD basis set", "symbols": ["O", "C", "O", "C", "C", "F", "O", "C", "C", "C", "F", "F", "F", "H", "H", "H", "H", "H", "H", "H", "H", "N", "S", "O", "O", "F", "S", "O", "O", "F", "C", "C", "C", "C", "C", "C", "N", "O", "O", "H", "H", "H", "H", "H", "K", "N", "S", "O", "O", "F", "S", "O", "O", "F", "Li", "C", "O", "H", "H", "H", "H", "Li", "C", "O", "H", "H", "H", "C", "C", "C", "O", "C", "C", "C", "O", "O", "O", "H", "H", "H", "H", "O", "C", "C", "O", "H", "H", "H", "H"], "coordinates": [[4.631553, -2.863741, -0.333777], [4.146356, -1.826545, -0.089643], [4.701652, -0.910842, 0.748274], [5.924554, -0.384094, 0.243444], [5.714926, 0.746165, -0.804147], [6.909851, 1.362919, -1.036252], [2.946411, -1.556080, -0.648259], [2.448354, -0.269778, -0.162228], [1.003995, 0.051212, -0.704889], [0.583133, 1.351185, 0.015851], [1.642211, 2.083735, 0.436776], [-0.059006, 0.987306, 1.143040], [-0.170830, 2.127615, -0.712254], [6.435314, 0.083087, 1.098542], [6.602455, -1.141066, -0.189671], [4.951272, 1.419754, -0.386088], [5.282766, 0.272897, -1.729147], [3.098575, 0.503893, -0.580648], [2.372588, -0.217507, 0.930650], [1.110158, 0.201326, -1.787848], [0.311497, -0.767167, -0.477958], [-2.971743, 2.428880, 3.135344], [-3.200462, 3.748402, 2.334175], [-4.418761, 4.501420, 2.636346], [-2.752576, 3.794607, 1.001058], [-2.090593, 4.679176, 3.060120], [-3.985977, 1.274010, 2.720750], [-4.000271, 0.204920, 3.663474], [-4.029657, 0.924048, 1.349581], [-5.413983, 1.958337, 2.970346], [2.235874, -6.911734, -2.639926], [1.117577, -7.401695, -1.979485], [0.424926, -6.592903, -1.093927], [0.860334, -5.295563, -0.881948], [1.977793, -4.796685, -1.528649], [2.668081, -5.612236, -2.411812], [0.114900, -4.426517, 0.040148], [-0.852335, -4.900601, 0.607244], [0.510389, -3.284941, 0.179079], [2.772846, -7.545451, -3.335798], [0.784369, -8.415804, -2.157051], [-0.445119, -6.979905, -0.581805], [2.317082, -3.784758, -1.356917], [3.542064, -5.232267, -2.925247], [-3.358615, 5.711769, 4.680816], [-3.216594, 0.641157, -4.385383], [-1.838458, 1.313429, -4.015245], [-0.999415, 0.609564, -3.096399], [-1.812384, 2.737410, -3.929955], [-1.068545, 1.070880, -5.401750], [-4.232162, 0.634866, -3.177200], [-5.336606, -0.250867, -3.393153], [-4.535893, 1.891682, -2.574783], [-3.430504, -0.128586, -2.024369], [-6.023622, 6.083423, 1.979614], [-4.871675, 8.965429, -0.801061], [-5.505032, 7.721493, -0.532744], [-4.974796, 9.608296, 0.071211], [-3.810158, 8.812504, -1.004333], [-5.347700, 9.445051, -1.662785], [-5.402173, 7.156509, -1.323279], [5.913956, -1.206404, -2.936752], [-6.651375, 4.407703, -2.720097], [-6.299011, 5.689922, -2.488839], [-7.690176, 4.107554, -2.416670], [-6.625041, 4.067068, -3.782547], [-6.047586, 3.623994, -2.228933], [1.880170, -8.178463, 2.358701], [2.066377, -7.968232, 3.669053], [3.433369, -7.832081, 4.254949], [3.545989, -7.623390, 5.453969], [4.575944, -7.961097, 3.361220], [4.389790, -8.174307, 2.051335], [3.022847, -8.284453, 1.461544], [2.911690, -8.461457, 0.258526], [5.415029, -8.299640, 1.200219], [1.041273, -7.867933, 4.523847], [0.894861, -8.275864, 1.924202], [5.561295, -7.877799, 3.797948], [5.009547, -8.441876, 0.322593], [1.444577, -7.715308, 5.399798], [0.718142, 9.561666, 0.678251], [-0.385471, 8.991841, 1.028445], [-1.555770, 10.168336, 1.305525], [-2.665038, 9.609302, 1.670479], [-0.374985, 8.392667, 1.964958], [-0.858908, 8.306285, 0.299918], [-1.576495, 10.765085, 0.373472], [-1.083216, 10.865863, 2.026816]], "forces_ev_per_angstrom": [[1.881, -2.250, -0.521], [-1.871, 0.309, -0.357], [-0.046, 0.437, -0.728], [1.156, 0.973, 0.138], [-1.372, -1.291, 1.044], [-0.076, -0.021, -0.197], [0.431, 1.752, 1.706], [-2.007, 0.635, -0.795], [1.943, -0.123, -0.105], [-0.054, -1.620, -0.357], [0.365, 0.323, -0.070], [-0.362, 0.316, 0.320], [-0.427, 0.373, -0.065], [-0.160, -0.301, -0.228], [-0.419, -0.114, 0.326], [0.482, 0.232, -0.414], [0.343, 0.842, 0.328], [-0.102, -0.170, 0.471], [0.573, -0.330, -0.307], [-0.583, 0.065, 0.326], [0.039, 0.419, -0.128], [-0.660, 0.925, 0.330], [1.067, 0.237, -2.172], [-0.329, 0.310, 0.620], [-0.361, -0.252, -0.185], [0.501, -0.535, 0.218], [-1.610, -2.467, -0.305], [0.769, 0.640, 0.483], [0.513, 0.697, -0.086], [0.140, 0.373, 0.167], [-0.009, 0.017, -0.024], [0.054, 0.134, -0.100], [-0.194, -0.213, 0.024], [0.202, -0.253, -0.274], [0.163, 0.288, -0.006], [-0.090, -0.188, 0.012], [-0.151, 0.170, 0.141], [0.206, 0.030, -0.068], [-0.047, -0.216, 0.038], [-0.012, 0.013, 0.028], [0.003, 0.024, 0.057], [-0.005, 0.185, 0.043], [-0.140, -0.019, 0.092], [-0.027, 0.045, 0.052], [-0.299, 0.728, 0.932], [0.186, -0.107, 0.502], [1.670, 1.221, -0.855], [-0.183, -0.565, 0.294], [-0.502, -0.041, 0.145], [-0.493, -0.400, -0.180], [-1.522, -0.332, 1.502], [0.344, -0.007, -0.883], [0.573, -0.056, -0.469], [0.225, -0.067, -0.116], [0.648, -0.315, -1.203], [-0.121, -0.313, -0.095], [0.128, 0.112, 0.522], [0.097, -0.026, 0.017], [0.044, 0.202, 0.038], [0.063, 0.063, -0.010], [-0.663, -0.746, -0.069], [0.126, -0.374, -0.395], [-0.221, -0.972, 0.080], [0.061, 0.759, 0.428], [-0.236, 0.366, 0.093], [0.147, 0.328, -0.185], [0.245, 0.260, 0.108], [0.153, -0.063, -0.270], [-0.493, -0.013, -0.130], [0.571, 0.015, -0.136], [-0.321, -0.041, 0.090], [-0.159, 0.026, 0.293], [0.509, 0.059, 0.108], [-0.604, 0.053, 0.106], [0.395, -0.153, -0.023], [-0.464, -0.068, -0.142], [0.478, 0.000, 0.159], [-0.007, 0.049, 0.024], [0.003, 0.017, -0.030], [0.021, 0.066, 0.018], [-0.041, 0.036, -0.036], [-0.566, -0.115, 0.264], [2.197, -1.847, -0.636], [-2.207, 1.875, 0.585], [0.469, 0.046, 0.073], [-0.038, 0.613, 0.473], [-0.297, 0.591, -0.404], [0.044, -0.694, -0.477], [0.322, -0.573, 0.420]], "lowdin_charge": [0.141, -0.632, 0.009, -0.156, -0.239, -0.029, 0.030, -0.123, 0.001, -0.635, 0.108, 0.127, 0.196, 0.140, 0.110, 0.129, 0.046, 0.103, 0.142, 0.121, 0.126, -0.284, 0.470, -0.479, -0.178, -0.339, 0.490, -0.274, -0.221, -0.205, -0.083, -0.089, -0.016, -0.135, 0.012, -0.058, -0.337, 0.080, 0.083, 0.103, 0.107, 0.117, 0.097, 0.103, 0.913, -0.308, 0.481, -0.311, -0.278, -0.218, 0.471, -0.308, -0.275, -0.208, 0.782, -0.175, -0.187, 0.058, 0.074, 0.074, 0.032, 0.241, -0.451, -0.384, 0.027, 0.045, 0.022, 0.076, -0.240, -0.328, 0.083, 0.067, -0.239, -0.315, 0.091, 0.100, 0.103, 0.133, 0.131, 0.117, 0.115, -0.130, -0.394, -0.400, -0.167, 0.091, 0.108, 0.103, 0.094], "multiplicity": 1, "total_charge": -2, "total_energy_ha": -5605.71413, "homo_lumo_gap_ha": 0.037, "homo_ev": -0.34, "e_lumo_ev": 0.649}